(1)
{"formula": "C24H68O10", "method": "ωB97M-V/def2-TZVPD", "species": ["C", "C", "C", "O", "H", "H", "H", "H", "H", "H", "H", "H", "C", "C", "C", "O", "H", "H", "H", "H", "H", "H", "H", "H", "C", "C", "C", "O", "H", "H", "H", "H", "H", "H", "H", "H", "C", "C", "C", "O", "H", "H", "H", "H", "H", "H", "H", "H", "C", "C", "O", "H", "H", "H", "H", "H", "H", "C", "C", "O", "H", "H", "H", "H", "H", "H", "C", "C", "O", "H", "H", "H", "H", "H", "H", "C", "C", "O", "H", "H", "H", "H", "H", "H", "C", "C", "O", "H", "H", "H", "H", "H", "H", "C", "C", "O", "H", "H", "H", "H", "H", "H"], "xyz": [[3.028, -4.681, 0.093], [1.927, -4.173, -0.847], [2.478, -3.567, -2.122], [0.943, -5.183, -1.097], [2.592, -5.375, 0.816], [3.448, -3.870, 0.689], [3.832, -5.198, -0.431], [1.383, -3.381, -0.312], [3.211, -4.231, -2.583], [3.008, -2.654, -1.829], [1.774, -3.222, -2.878], [0.925, -5.770, -0.338], [-2.288, 1.221, -4.840], [-1.611, 2.613, -4.853], [-1.052, 3.097, -3.556], [-0.605, 2.654, -5.856], [-3.245, 1.316, -4.323], [-1.698, 0.441, -4.346], [-2.427, 0.766, -5.822], [-2.433, 3.277, -5.166], [-1.843, 3.364, -2.847], [-0.415, 3.976, -3.627], [-0.548, 2.292, -3.008], [-0.990, 2.540, -6.726], [2.189, 3.278, 4.379], [1.387, 2.114, 3.778], [0.313, 2.537, 2.793], [2.287, 1.221, 3.109], [1.478, 4.020, 4.761], [2.843, 3.791, 3.675], [2.728, 2.887, 5.240], [1.018, 1.566, 4.644], [-0.153, 3.489, 3.070], [-0.450, 1.762, 2.734], [0.578, 2.705, 1.748], [2.794, 1.709, 2.442], [-2.056, -4.151, 0.596], [-2.219, -3.382, 1.917], [-2.912, -2.041, 1.744], [-2.861, -4.184, 2.917], [-2.040, -5.209, 0.853], [-1.181, -3.766, 0.078], [-2.949, -4.001, -0.017], [-1.209, -3.222, 2.302], [-2.274, -1.300, 1.255], [-3.236, -1.606, 2.690], [-3.796, -2.088, 1.098], [-3.800, -4.181, 2.688], [-2.530, 3.472, 0.481], [-3.273, 2.195, 0.274], [-3.278, 1.293, 1.375], [-1.614, 3.286, 1.046], [-3.104, 4.089, 1.188], [-2.379, 4.022, -0.443], [-2.865, 1.678, -0.604], [-4.329, 2.323, -0.015], [-3.499, 1.792, 2.180], [4.626, -0.266, 0.228], [4.173, -0.013, -1.191], [5.251, -0.281, -2.121], [5.514, 0.317, 0.465], [4.663, -1.330, 0.454], [3.857, 0.173, 0.877], [4.029, 1.051, -1.382], [3.244, -0.527, -1.448], [5.635, -1.133, -1.885], [-1.656, -4.511, -4.143], [-1.444, -3.538, -3.032], [-1.721, -2.219, -3.492], [-2.477, -4.272, -4.819], [-1.698, -5.529, -3.751], [-0.802, -4.528, -4.832], [-0.427, -3.611, -2.638], [-2.120, -3.719, -2.192], [-1.662, -1.594, -2.762], [-1.741, 0.174, 4.697], [-2.091, 1.593, 5.138], [-3.010, 2.138, 4.189], [-1.311, 0.204, 3.702], [-2.654, -0.417, 4.776], [-1.034, -0.313, 5.374], [-1.194, 2.218, 5.192], [-2.545, 1.613, 6.133], [-3.832, 2.352, 4.634], [2.142, 3.705, -1.098], [2.739, 4.013, 0.286], [3.343, 2.849, 0.849], [1.485, 2.849, -0.985], [3.022, 3.464, -1.701], [1.683, 4.512, -1.666], [2.106, 4.577, 0.973], [3.559, 4.715, 0.084], [4.285, 3.017, 0.913], [0.322, 0.614, 0.040], [0.008, -0.521, -0.909], [-1.370, -0.413, -1.319], [-0.091, 1.531, -0.372], [1.377, 0.717, 0.302], [-0.163, 0.385, 0.996], [0.176, -1.507, -0.464], [0.639, -0.428, -1.796], [-1.836, -0.459, -0.469]], "forces_ev_per_angstrom": [[-0.3, 0.0, 0.0], [-0.6, 0.2, 0.6], [0.6, 0.2, 0.1], [0.5, -0.1, -0.6], [0.0, 0.0, 0.0], [0.1, 0.1, -0.2], [0.0, 0.0, -0.1], [0.2, 0.1, 0.0], [-0.1, -0.1, -0.1], [0.2, -0.1, 0.0], [-0.4, -0.4, 0.2], [-0.1, 0.0, 0.0], [0.6, -0.2, 0.8], [-1.4, -0.6, -1.6], [-0.1, -0.4, 1.4], [0.8, 0.3, 0.3], [0.0, -0.2, -0.1], [0.1, 0.3, 0.3], [-0.3, 0.6, -0.3], [0.3, 0.3, 0.1], [-0.3, 0.1, -0.3], [0.1, -0.1, -0.3], [0.4, 0.1, -0.3], [-0.2, -0.1, 0.0], [-0.9, 0.0, 0.4], [1.7, 0.6, -1.1], [-1.0, 0.4, 0.2], [0.1, -0.6, 0.4], [0.1, 0.0, 0.0], [0.1, -0.2, -0.1], [0.4, 0.2, -0.1], [-0.5, -0.2, -0.3], [-0.2, -0.2, 0.3], [-0.2, 0.2, 0.1], [0.9, -0.2, 0.2], [-0.4, 0.2, 0.1], [-0.9, 0.5, 0.7], [0.3, -0.1, -0.1], [-0.2, 0.3, -0.2], [-0.3, 0.3, -0.3], [0.6, -0.1, -0.3], [0.1, -0.4, -0.3], [0.1, 0.0, -0.2], [-0.1, 0.1, 0.2], [0.2, -0.1, 0.2], [0.2, -0.1, 0.1], [0.0, -0.3, 0.1], [0.1, -0.2, 0.2], [-0.4, 0.5, 1.5], [-0.9, -1.1, -1.1], [0.4, 0.3, 0.1], [0.3, -0.1, -0.6], [0.0, 0.2, -0.3], [0.2, 0.0, 0.0], [0.2, -0.3, 0.4], [0.2, 0.6, 0.0], [0.3, -0.3, -0.1], [-1.4, 0.8, 0.3], [1.3, 0.7, -0.7], [-0.5, -0.5, 0.2], [0.4, -0.5, -0.2], [0.5, 0.0, 0.1], [0.0, -0.3, 0.1], [-0.4, 0.0, 0.4], [0.1, -0.2, 0.0], [0.0, 0.0, -0.1], [0.9, -0.6, -1.0], [-0.5, 1.0, 0.6], [0.2, -0.1, -0.7], [-0.4, -0.1, 0.5], [-0.4, 0.0, 0.0], [0.1, 0.2, 0.2], [0.0, -0.1, 0.0], [0.0, -0.4, 0.0], [0.0, 0.0, 0.3], [-0.2, 0.2, 1.0], [0.2, -0.4, 0.1], [-0.1, 0.3, -0.1], [-0.2, -0.3, -0.2], [0.0, -0.1, -0.5], [0.1, 0.2, 0.0], [-0.1, 0.1, -0.2], [0.1, -0.1, 0.0], [0.0, 0.0, 0.1], [0.9, -0.4, 0.6], [0.9, 1.6, -1.2], [-0.5, -0.1, 0.2], [-0.1, 0.0, -0.4], [-0.3, -0.6, -0.1], [-0.3, 0.3, 0.6], [-0.4, -0.7, 0.2], [-0.1, 0.1, 0.1], [0.1, -0.1, 0.0], [-0.2, -0.7, 0.7], [0.2, 0.4, -0.4], [0.5, -0.2, 0.6], [0.1, 0.1, 0.1], [0.1, 0.0, -0.3], [-0.2, 0.3, -0.1], [0.1, 0.1, 0.0], [-0.3, -0.2, -0.2], [-0.4, 0.1, -0.4]], "lowdin_charge": [-0.0415, -0.4863, -0.0387, -0.0585, 0.0766, 0.0730, 0.0815, 0.1066, 0.0849, 0.0598, 0.0763, 0.0756, -0.0424, -0.4954, -0.0542, -0.0506, 0.0796, 0.0644, 0.0764, 0.1285, 0.0704, 0.0798, 0.0738, 0.0828, -0.0476, -0.4541, -0.0669, -0.0727, 0.0764, 0.0718, 0.0780, 0.1233, 0.0888, 0.0451, 0.0545, 0.0386, -0.0461, -0.4786, -0.0509, -0.0541, 0.0837, 0.0561, 0.0737, 0.1332, 0.0498, 0.0694, 0.0900, 0.0891, -0.0730, -0.3287, -0.0929, 0.0535, 0.0822, 0.0689, 0.0936, 0.1145, 0.0564, -0.0741, -0.3041, -0.0885, 0.0818, 0.0696, 0.0536, 0.0973, 0.0840, 0.0720, -0.0843, -0.3232, -0.0922, 0.0761, 0.0758, 0.0738, 0.0816, 0.0918, 0.0224, -0.0744, -0.2913, -0.0912, 0.0548, 0.0745, 0.0812, 0.0919, 0.1154, 0.0887, -0.0605, -0.2943, -0.0981, 0.0417, 0.0755, 0.0755, 0.1061, 0.1111, 0.0971, -0.0720, -0.2713, -0.1007, 0.0664, 0.0682, 0.0717, 0.0979, 0.1162, 0.0593], "smiles": "CC(C)O.CC(C)O.CC(C)O.CC(C)O.CCO.CCO.CCO.CCO.CCO.CCO", "homo_ev": -9.3}



(2)
{"formula": "H3O3PS", "method": "ωB97M-V/def2-TZVPD", "species": ["O", "O", "O", "P", "S", "H", "H", "H"], "xyz": [[0.517, 1.635, 0.284], [-1.275, 0.300, 1.080], [0.121, -1.302, -1.554], [-0.929, 1.518, 0.130], [1.357, -1.129, -0.653], [1.553, 0.211, -0.660], [-2.077, -0.111, 0.717], [0.734, -1.122, 0.655]], "forces_ev_per_angstrom": [[0.7, 1.0, -0.1], [-1.1, -1.0, 0.1], [1.2, 0.2, 0.6], [0.3, 0.4, -0.5], [-2.5, -0.7, 0.2], [0.3, 0.0, 0.4], [-0.1, -0.2, 0.5], [1.2, 0.3, -1.2]], "nbo_charge": [-1.0526, -0.9937, -1.0009, 1.5377, 0.8243, 0.1057, 0.5050, 0.0745], "homo_ev": -9.4}